Below is 10 unconnected molecules or ions with the total composition C38H105N9O11 in a non-equilibrium geometry, with properties calculated with wB97M-V/def2-TZVPD.

Geometry as ORCA input:
```
! RIJCOSX wB97M-V def2-TZVPD def2/J DEFGRID3
* xyz 0 1
C 1.65 -20.63 -12.36
C 2.38 -21.38 -13.43
O 2.85 -20.51 -14.45
O 2.50 -19.67 -11.75
H 1.28 -21.30 -11.56
H 0.82 -20.09 -12.79
H 1.79 -22.21 -13.79
H 3.27 -21.81 -12.95
H 2.06 -20.25 -14.97
H 2.77 -19.03 -12.47
C -1.95 -21.10 -13.75
C -1.32 -22.44 -14.22
C -1.39 -23.37 -13.02
O -0.64 -22.91 -11.92
C -0.66 -23.99 -10.95
N -2.10 -23.03 -15.27
H -1.45 -20.80 -12.84
H -2.96 -21.35 -13.51
H -1.97 -20.34 -14.48
H -0.19 -22.27 -14.48
H -1.07 -24.39 -13.36
H -2.46 -23.37 -12.77
H -0.18 -24.92 -11.39
H -1.67 -24.20 -10.64
H -0.23 -23.57 -10.04
H -2.15 -22.45 -16.09
H -1.67 -23.94 -15.59
C 3.27 -25.12 -11.21
C 4.44 -24.22 -11.63
C 5.74 -24.45 -10.98
O 5.82 -23.81 -9.73
C 7.10 -23.96 -9.13
N 4.70 -24.30 -13.07
H 2.49 -24.88 -11.89
H 3.09 -24.79 -10.20
H 3.64 -26.12 -11.33
H 4.11 -23.21 -11.39
H 6.47 -24.03 -11.66
H 5.85 -25.56 -10.85
H 7.86 -23.38 -9.69
H 7.36 -24.99 -8.98
H 7.02 -23.50 -8.11
H 4.60 -25.28 -13.28
H 3.91 -23.96 -13.61
C 5.39 -18.58 -16.16
C 4.61 -17.66 -15.24
C 3.29 -17.29 -15.79
O 3.50 -16.63 -17.02
C 2.25 -16.28 -17.63
N 4.56 -18.16 -13.84
H 4.86 -19.51 -16.47
H 6.29 -18.89 -15.63
H 5.79 -17.99 -16.99
H 5.22 -16.76 -15.20
H 2.84 -16.73 -14.99
H 2.71 -18.23 -15.91
H 1.60 -15.65 -17.02
H 1.76 -17.20 -17.93
H 2.55 -15.78 -18.57
H 5.49 -18.13 -13.48
H 4.27 -19.13 -13.89
C -1.02 -21.57 -8.15
C -0.84 -20.48 -9.23
C -1.87 -19.39 -9.15
O -3.27 -19.68 -9.38
C -3.64 -20.14 -10.68
N 0.47 -20.00 -9.18
H -0.22 -22.32 -8.27
H -2.05 -22.05 -8.24
H -0.83 -21.22 -7.15
H -1.07 -21.05 -10.20
H -1.58 -18.66 -9.94
H -1.88 -18.91 -8.17
H -3.05 -21.07 -10.92
H -3.47 -19.34 -11.48
H -4.69 -20.36 -10.76
H 0.72 -19.37 -9.96
H 1.19 -20.69 -9.29
C 4.31 -21.08 -6.84
C 4.41 -20.27 -8.17
C 5.97 -19.93 -8.38
O 6.42 -19.26 -7.19
C 7.53 -19.85 -6.56
N 3.80 -21.01 -9.32
H 4.76 -22.04 -7.02
H 3.24 -21.34 -6.71
H 4.67 -20.55 -5.99
H 3.80 -19.37 -8.06
H 6.18 -19.31 -9.26
H 6.55 -20.87 -8.59
H 7.62 -19.34 -5.61
H 8.39 -19.71 -7.22
H 7.39 -20.95 -6.44
H 3.93 -20.54 -10.22
H 4.25 -21.88 -9.38
C 4.55 -22.36 -17.13
C 4.69 -23.87 -17.08
C 3.35 -24.58 -16.82
O 2.67 -24.08 -15.67
C 1.35 -24.60 -15.56
N 5.24 -24.41 -18.35
H 3.90 -22.05 -17.94
H 5.55 -21.86 -17.26
H 4.02 -22.10 -16.17
H 5.40 -24.02 -16.28
H 3.51 -25.67 -16.78
H 2.80 -24.36 -17.79
H 0.99 -24.53 -14.55
H 1.29 -25.67 -15.72
H 0.70 -24.12 -16.27
H 6.23 -24.32 -18.28
H 4.76 -24.03 -19.17
C -1.89 -15.08 -15.57
C -2.18 -16.56 -15.39
C -1.70 -16.92 -14.02
O -0.26 -17.01 -14.09
C 0.24 -17.31 -12.78
N -3.62 -16.92 -15.53
H -1.95 -14.76 -16.62
H -0.91 -14.72 -15.37
H -2.62 -14.50 -14.98
H -1.51 -17.14 -16.05
H -2.09 -17.87 -13.63
H -1.96 -16.05 -13.37
H 0.02 -16.54 -12.05
H 1.38 -17.40 -12.91
H -0.18 -18.26 -12.42
H -3.95 -16.86 -16.53
H -3.76 -17.90 -15.35
C 6.27 -21.21 -11.92
C 6.87 -21.05 -13.29
C 8.04 -20.11 -13.25
O 7.61 -18.80 -12.88
C 8.72 -17.95 -12.68
N 7.32 -22.38 -13.68
H 5.44 -21.93 -12.00
H 5.99 -20.25 -11.47
H 7.05 -21.73 -11.29
H 6.14 -20.71 -14.06
H 8.57 -19.93 -14.27
H 8.78 -20.43 -12.50
H 9.36 -18.28 -11.87
H 8.32 -16.90 -12.62
H 9.34 -17.96 -13.62
H 7.90 -22.42 -14.52
H 6.59 -23.05 -13.92
C 0.77 -21.34 -17.39
C 0.49 -19.85 -17.36
C -0.80 -19.45 -17.98
O -1.79 -19.99 -17.15
C -3.11 -19.74 -17.63
N 0.60 -19.45 -15.97
H 0.01 -21.89 -16.84
H 1.72 -21.53 -16.91
H 0.83 -21.69 -18.42
H 1.34 -19.45 -17.94
H -0.89 -19.78 -19.01
H -0.92 -18.39 -18.10
H -3.40 -20.45 -18.38
H -3.23 -18.73 -18.15
H -3.89 -19.79 -16.85
H -0.26 -19.68 -15.51
H 0.58 -18.40 -15.97
*
```

Its HOMO-LUMO gap is 8.85 eV. The LUMO energy comes out at 0.41 eV. For the energy, the calculation gives -2831.02660 hartree. The structure (SMILES) is COC[C@H](C)N.COC[C@H](C)N.COC[C@H](C)N.COC[C@H](C)N.COC[C@H](C)N.COC[C@H](C)N.COC[C@H](C)N.COC[C@H](C)N.COC[C@H](C)N.OCCO.